C8H18AlBBrCa2ClF8GaKMgO6 as an isolated structure in a non-equilibrium geometry. Source: OMol25; level of theory: wB97M-V/def2-TZVPD.

E_HOMO, eV: -6.82
Lowest unoccupied orbital energy, hartree: -0.1873
2S+1: 1
Energy, Ha: -8947.26791
F_max, eV/Å: 5.69
Kohn-Sham gap, eV: 1.72
Net charge: 0

```
49
Properties=species:S:1:pos:R:3:forces:R:3
F 11.122727 -1.765490 -1.212687 -0.45 -0.92 0.17
C -0.533094 2.155852 -2.016757 -0.39 0.23 0.27
H -5.140622 0.231458 3.208199 0.09 0.39 0.09
C -4.946975 -0.072467 1.051721 0.54 -0.13 0.63
F 10.091499 -2.247068 1.333377 -0.04 -0.70 -0.74
H 4.468717 -1.265985 -0.412855 -0.62 -0.79 0.20
H -5.025156 -1.215737 1.186106 0.41 2.10 -0.59
H -5.550558 0.145175 0.117247 0.74 -0.27 0.71
F 0.925541 -2.142116 -2.696613 0.07 0.02 0.04
B 2.333877 -2.191217 -2.688879 -0.11 -0.07 -0.14
H -1.130796 1.911919 3.691461 0.01 -0.77 0.39
O 5.816430 -0.249924 -1.545421 0.85 0.36 -0.30
O -7.395430 1.966349 1.453345 -1.00 -1.18 2.89
C -1.034097 1.375910 2.753935 -2.36 0.19 -1.62
H -1.750863 2.588505 1.049140 -0.17 -0.06 -0.12
H -2.878835 2.446620 2.399627 0.02 0.13 -0.21
Mg -6.576080 -1.612023 0.469824 -1.87 -0.75 -0.75
F 11.938494 -4.013636 0.219001 -0.94 0.09 -0.39
H -2.074747 -0.995431 1.081554 -0.53 -0.34 0.46
H -7.567627 -0.041437 2.108905 -0.09 0.15 -0.28
Ga -2.946439 0.328257 0.716061 0.99 0.55 -0.90
O 5.239979 -1.770034 -0.064814 0.45 1.07 -0.71
Al 10.668126 -2.936421 -0.088186 1.85 2.29 1.60
H -1.475748 2.704110 -2.076875 -0.01 -0.01 -0.04
C 6.219765 -1.164500 -0.792594 -1.14 -1.04 1.03
K 2.086934 1.770691 -5.281583 0.72 0.06 -1.43
O 7.381260 -1.556761 -0.652682 0.40 0.26 -0.41
H -1.210283 0.287612 2.841485 1.10 -0.03 0.34
O -0.653855 2.252187 -4.386740 0.74 -0.15 -0.32
C 0.018912 1.845065 -3.403888 -0.86 0.28 0.71
C -2.170403 1.893827 1.770758 0.00 -1.04 0.91
C -5.468027 0.706494 2.272409 -0.91 -0.80 -1.41
Ca -6.787409 2.291965 -0.354492 2.40 1.38 -4.97
H -5.038546 1.704972 2.182089 0.17 -0.06 0.69
H -7.263168 1.188190 3.330449 -0.22 -0.04 -0.11
Ca -4.428185 -2.333630 2.715699 0.69 -0.28 0.03
Br 0.242258 3.311607 2.558883 1.97 2.16 -0.04
Cl 10.112923 -4.833094 -2.097256 -0.95 0.63 0.88
H -2.838156 0.662745 -0.838326 -0.31 -0.23 0.21
F 2.752561 -3.499215 -2.389996 0.03 0.02 0.02
H 0.002486 1.523364 2.209018 -0.69 -0.93 0.46
F 9.311288 -3.927990 -0.828252 0.41 -1.22 -1.47
H 0.182210 2.757051 -1.450651 0.08 -0.13 0.00
C -7.005625 0.868346 2.316668 0.66 0.85 1.81
H -0.706942 1.218812 -1.488092 0.17 0.00 0.03
F 2.833041 -1.815501 -3.959653 -0.05 0.11 0.10
H -8.080513 1.597603 0.788027 -1.46 -1.14 1.19
F 2.831258 -1.302517 -1.698820 0.08 0.02 0.11
O 1.097906 1.217504 -3.398897 -0.48 -0.29 0.98
```
Forces are in eV/Å.

Atom charges from the Mulliken analysis, given in e for atoms 1 to 5: -0.361, -0.401, 0.485, 0.113, -0.338



One molecule with the formula C9H17N3O in a non-equilibrium geometry. Source: OMol25; level of theory: wB97M-V/def2-TZVPD.

E_HOMO, eV: -8.78
Lowest unoccupied orbital energy, hartree: 0.0290
2S+1: 1
SMILES: CNN(C)C(=O)C(=C=N)C(C)(C)C
Energy, Ha: -592.47594
F_max, eV/Å: 4.19
Kohn-Sham gap, eV: 9.56
Energy above the lowest of the compared OMol25 structures with the same formula, charge and spin, kJ/mol: 430.5
Net charge: 0

```
30
Properties=species:S:1:pos:R:3:forces:R:3
H -0.337231 -0.039151 -1.858282 -0.22 -0.51 -0.53
H -3.042251 -1.776621 0.107005 -0.55 0.11 -0.50
H 3.916939 -0.832833 1.158394 -0.49 -0.88 1.10
O 0.523961 -1.647991 1.334257 -0.56 -0.20 -0.39
C 0.737388 -0.573304 0.814305 -0.53 2.05 0.27
H 3.161113 -2.127929 0.336388 -0.18 -0.58 -1.25
H -3.074592 -0.341815 1.231853 -1.19 -0.04 0.72
C -0.499483 0.420780 0.726698 2.84 -2.20 -2.15
C -0.331282 1.562760 1.290242 -0.63 -0.73 0.78
N -0.231810 2.507239 2.018735 1.28 2.45 -1.53
H -1.849274 -1.052747 -2.133661 -0.08 0.56 -0.01
H -1.850214 -1.546704 1.326463 0.38 -0.51 0.48
H -2.669722 0.977310 -1.727392 0.22 0.72 -0.15
H 1.754450 1.675453 -2.159069 1.04 -1.72 1.65
N 2.079469 -0.210311 0.551842 0.26 -2.53 -0.06
H 3.400968 1.059605 -2.222132 1.23 0.04 -0.90
C -2.453501 1.242181 -0.689537 -0.70 -3.56 0.28
H 2.977725 1.550524 0.127147 -0.20 -1.53 -0.85
N 2.852351 0.622312 -0.372410 -1.21 1.88 2.96
C 2.493970 0.820575 -1.747264 -3.00 -0.64 -1.41
H -0.563264 -1.718735 -1.209844 0.05 0.65 0.13
C -1.600944 -0.041414 -0.169921 -1.66 0.06 -1.13
H 2.387069 -1.913401 1.819358 0.82 0.47 0.90
H -3.449993 1.095873 -0.222046 0.61 1.04 0.09
C 2.958189 -1.389098 1.070963 0.41 2.94 -1.29
C -2.502287 -1.028755 0.657986 1.45 1.20 -0.46
H -1.952513 2.177637 -0.566730 -0.02 0.58 0.10
H 2.092034 -0.181192 -2.116308 0.62 1.37 0.15
H -0.576116 2.453461 2.922528 -0.78 -0.30 2.12
C -1.061451 -0.753266 -1.439713 0.77 -0.18 0.87
```
Forces are in eV/Å.

Atom charges from the Mulliken analysis, given in e for atoms 1 to 5: 0.294, 0.372, 0.272, -0.607, 0.403



The highest Kohn-Sham gap belongs to which entry? C9H17N3O